(1)
C49H53N9OP3SV | ωB97M-V with the def2-TZVPD basis set

Atoms and positions in Å:
V1 1.525 -1.047 1.184
C1 5.594 1.548 3.832
N1 4.701 0.460 3.390
C2 4.815 -0.956 3.713
C3 3.927 -1.581 2.912
N2 3.238 -0.669 2.134
C4 3.828 0.540 2.350
P1 3.335 2.174 1.511
C5 2.962 1.387 -0.105
N3 2.156 0.284 -0.289
C6 2.448 -0.182 -1.553
C7 3.486 0.512 -2.092
N4 3.820 1.527 -1.159
C8 4.709 2.698 -1.392
C9 1.723 2.218 2.375
N5 0.831 1.192 2.422
C10 -0.045 1.540 3.410
C11 0.270 2.761 3.967
N6 1.413 3.203 3.293
C12 1.955 4.611 3.304
H1 6.377 1.119 4.492
H2 6.090 2.025 2.969
H3 4.999 2.298 4.360
H4 5.463 -1.369 4.468
H5 3.619 -2.611 2.877
H6 1.853 -0.986 -2.011
H7 3.992 0.306 -3.009
H8 5.112 2.591 -2.412
H9 4.140 3.627 -1.295
H10 5.548 2.770 -0.699
H11 -0.908 0.957 3.699
H12 -0.208 3.233 4.796
H13 1.137 5.326 3.256
H14 2.562 4.827 4.212
H15 2.569 4.751 2.380
C13 -5.816 -1.737 -3.771
S1 -5.735 -0.564 -2.350
C14 -4.819 0.905 -2.983
C15 -3.365 0.930 -2.584
C16 -3.189 0.860 -1.056
N7 -1.782 0.663 -0.652
P2 -1.336 -0.804 0.329
C17 -1.903 -2.185 -0.712
C18 -0.949 -2.641 -1.650
C19 -1.251 -3.701 -2.502
C20 -2.535 -4.274 -2.469
C21 -3.405 -3.882 -1.459
C22 -3.138 -2.793 -0.612
C23 -2.501 -0.879 1.698
C24 -3.119 0.258 2.207
C25 -3.869 0.181 3.378
C26 -4.109 -1.025 3.976
C27 -3.561 -2.190 3.410
C28 -2.674 -2.110 2.339
P3 -0.796 2.157 -0.726
C29 -1.817 3.650 -0.608
C30 -2.387 4.323 -1.724
C31 -3.205 5.424 -1.508
C32 -3.572 5.805 -0.223
C33 -2.991 5.172 0.872
C34 -2.113 4.085 0.689
C35 -0.128 2.302 -2.375
C36 0.554 3.473 -2.675
C37 1.158 3.611 -3.905
C38 1.106 2.589 -4.844
C39 0.429 1.404 -4.547
C40 -0.151 1.241 -3.289
H16 -6.417 -2.599 -3.444
H17 -4.815 -2.053 -4.080
H18 -6.350 -1.275 -4.621
H19 -5.360 1.766 -2.561
H20 -4.950 0.934 -4.084
H21 -2.866 1.835 -2.957
H22 -2.868 0.095 -3.082
H23 -3.783 0.033 -0.673
H24 -3.591 1.814 -0.653
H25 0.046 -2.210 -1.705
H26 -0.487 -4.033 -3.180
H27 -2.833 -5.017 -3.210
H28 -4.352 -4.376 -1.292
H29 -3.881 -2.447 0.100
H30 -2.977 1.216 1.712
H31 -4.188 1.145 3.810
H32 -4.747 -1.086 4.829
H33 -3.750 -3.145 3.888
H34 -2.137 -3.006 1.993
H35 -2.174 4.015 -2.737
H36 -3.528 6.004 -2.370
H37 -4.214 6.685 -0.081
H38 -3.211 5.492 1.885
H39 -1.659 3.599 1.563
H40 0.608 4.264 -1.939
H41 1.633 4.554 -4.122
H42 1.570 2.755 -5.814
H43 0.349 0.594 -5.237
H44 -0.635 0.310 -2.990
O1 -0.346 -1.670 5.054
C41 0.250 -1.585 4.036
N8 0.790 -1.586 2.966
C42 4.157 -2.867 -1.318
C43 3.277 -3.970 -0.830
C44 3.640 -5.268 -1.174
C45 3.017 -6.388 -0.599
C46 2.017 -6.177 0.334
C47 1.557 -4.883 0.630
C48 0.378 -4.705 1.540
C49 2.219 -3.753 0.093
N9 1.817 -2.510 0.438
H45 5.161 -3.311 -1.407
H46 4.171 -2.010 -0.639
H47 3.839 -2.575 -2.336
H48 4.406 -5.376 -1.912
H49 3.354 -7.377 -0.830
H50 1.543 -7.020 0.825
H51 0.276 -5.699 2.002
H52 -0.518 -4.555 0.910
H53 0.500 -3.911 2.303

Calculated values
Frontier orbital gap (spin up / spin down) in eV: 2.327 / 5.887
E_LUMO (spin up / spin down) in hartree: 0.06507 / 0.06450
2S+1: 4
Calculated total energy in Eh: -4833.322255
Total charge: -1

Mulliken population analysis, charges in e, atoms 1 to 5:
1 V 0.887
2 C -0.856
3 N 0.278
4 C -0.853
5 C -0.702

(2)
C49H55FGeN2W | ωB97M-V with the def2-TZVPD basis set

Atoms and positions in Å:
W1 0.121 -0.186 0.143
C1 -4.940 -2.676 -0.812
C2 -3.658 -2.681 0.025
C3 -3.915 -3.345 1.382
C4 -2.502 -3.374 -0.682
C5 -2.673 -4.724 -0.981
C6 -1.653 -5.487 -1.508
C7 -0.402 -4.921 -1.678
C8 -0.177 -3.583 -1.388
C9 1.228 -3.034 -1.366
C10 2.266 -3.902 -2.069
C11 1.616 -2.861 0.105
C12 -1.255 -2.790 -0.964
N1 -1.081 -1.354 -0.850
C13 -2.138 -0.603 -1.439
C14 -2.097 0.711 -1.279
N2 -0.946 1.248 -0.627
C15 -0.824 2.690 -0.819
C16 -0.631 3.550 0.275
C17 -0.619 4.922 0.057
C18 -0.812 5.457 -1.201
C19 -0.989 4.604 -2.270
C20 -0.981 3.220 -2.121
C21 -1.146 2.409 -3.407
C22 -2.563 2.555 -3.979
C23 -0.163 2.831 -4.507
C24 -0.464 3.096 1.711
C25 0.809 2.289 1.903
C26 -1.738 2.472 2.281
H1 -5.729 -2.131 -0.291
H2 -5.299 -3.692 -0.982
H3 -4.798 -2.214 -1.790
H4 -3.388 -1.645 0.221
H5 -4.300 -4.358 1.259
H6 -4.659 -2.777 1.945
H7 -3.002 -3.404 1.975
H8 -3.632 -5.185 -0.781
H9 -1.816 -6.530 -1.746
H10 0.415 -5.535 -2.030
H11 1.227 -2.052 -1.853
H12 2.409 -4.852 -1.550
H13 3.228 -3.390 -2.081
H14 1.978 -4.114 -3.099
H15 1.313 -3.729 0.693
H16 1.063 -2.032 0.603
H17 2.672 -2.661 0.253
H18 -2.908 -1.133 -1.973
H19 -2.858 1.392 -1.614
H20 -0.471 5.580 0.905
H21 -0.821 6.529 -1.346
H22 -1.131 5.021 -3.259
H23 -0.962 1.357 -3.193
H24 -2.722 3.577 -4.327
H25 -3.348 2.339 -3.256
H26 -2.697 1.891 -4.834
H27 -0.355 3.848 -4.848
H28 -0.287 2.174 -5.371
H29 0.878 2.777 -4.200
H30 -0.285 4.007 2.287
H31 0.773 1.337 1.331
H32 0.960 1.974 2.936
H33 1.682 2.818 1.525
H34 -2.107 1.653 1.667
H35 -2.523 3.228 2.323
H36 -1.573 2.093 3.291
F1 -1.499 -1.830 5.916
C27 -1.142 -1.474 4.680
C28 0.207 -1.356 4.387
C29 0.568 -0.981 3.107
C30 -0.392 -0.730 2.111
C31 -1.742 -0.875 2.464
C32 -2.129 -1.239 3.742
H37 0.941 -1.559 5.155
H38 1.626 -0.900 2.880
H39 -2.518 -0.685 1.732
H40 -3.169 -1.349 4.018
C33 2.245 0.278 -3.016
Ge1 2.438 0.466 -1.071
C34 3.004 2.314 -0.710
C35 2.424 3.371 -1.407
C36 2.828 4.682 -1.197
C37 3.826 4.959 -0.275
C38 4.427 3.917 0.417
C39 4.023 2.607 0.198
C40 3.824 -0.610 -0.178
C41 3.750 -0.584 1.194
C42 4.560 -1.400 2.011
C43 5.444 -2.261 1.431
C44 5.599 -2.295 0.023
C45 6.551 -3.154 -0.582
C46 6.738 -3.149 -1.932
C47 5.986 -2.273 -2.744
C48 5.049 -1.449 -2.190
C49 4.806 -1.444 -0.792
H41 3.036 0.835 -3.520
H42 1.285 0.692 -3.319
H43 2.281 -0.762 -3.338
H44 1.647 3.177 -2.130
H45 2.362 5.484 -1.755
H46 4.146 5.979 -0.106
H47 5.224 4.121 1.122
H48 4.526 1.811 0.733
H49 3.039 0.081 1.681
H50 4.471 -1.348 3.089
H51 6.060 -2.914 2.038
H52 7.139 -3.805 0.054
H53 7.474 -3.802 -2.384
H54 6.159 -2.251 -3.812
H55 4.496 -0.773 -2.825

Calculated values
Frontier orbital gap (spin up / spin down) in eV: 5.871 / 6.298
E_LUMO (spin up / spin down) in hartree: -0.16787 / -0.15248
2S+1: 2
Calculated total energy in Eh: -4253.296664
Total charge: +1

Mulliken population analysis, charges in e, atoms 1 to 5:
1 W 0.429
2 C -1.661
3 C 1.325
4 C -1.584
5 C 0.579

Energy relative to the best compared isomer or geometry (same formula, charge and spin) (computed, eV): 0.000; 0.000